[1]
ORCA calculation (ωB97M-V/def2-TZVPD) on a molecular structure, C20H28LaNO2.

Energy   -27633.835 eV
Frontier orbital gap (alpha / beta)   3.73 / 3.73 eV
2S+1   1
Total charge   0

Cartesian coordinates (Å):
O 0.374 0.072 0.378
C -0.774 -0.858 0.006
C -0.771 -0.329 -1.419
H -1.643 -0.574 0.598
H -0.458 -1.903 0.125
C 0.304 0.694 -0.962
H -1.749 0.072 -1.716
H -0.384 -1.085 -2.126
C -0.192 2.126 -0.795
H -1.026 2.161 -0.078
H -0.532 2.536 -1.750
H 0.636 2.750 -0.427
C 1.668 0.596 -1.634
H 1.955 -0.454 -1.784
H 2.430 1.089 -1.006
H 1.654 1.096 -2.609
La 1.642 -0.436 2.241
C 4.131 -1.665 2.111
C 3.216 -2.562 2.739
C 2.255 -2.969 1.758
H 3.305 -2.897 3.770
C 2.548 -2.263 0.545
C 3.697 -1.427 0.783
H 4.199 -0.807 0.044
H 5.065 -1.338 2.574
H 1.442 -3.673 1.901
H 2.092 -2.415 -0.413
C 2.917 1.197 3.733
C 3.409 1.568 2.424
C 2.344 2.194 1.721
H 4.443 1.531 2.107
C 1.197 2.244 2.590
C 1.555 1.650 3.835
H 0.947 1.577 4.739
H 4.966 0.524 6.139
H 2.435 2.795 0.801
H 0.261 2.792 2.368
O -4.210 -0.227 -2.150
C -3.951 0.223 -3.502
C -5.260 0.185 -4.317
H -3.213 -0.462 -3.967
H -3.485 1.223 -3.462
C -6.055 -0.907 -3.596
H -5.080 -0.020 -5.372
H -5.778 1.145 -4.213
C -5.576 -0.738 -2.136
H -5.741 -1.889 -3.969
H -7.135 -0.807 -3.704
H -5.607 -1.676 -1.558
H -6.245 -0.012 -1.629
N 4.246 0.033 5.596
C 3.534 0.323 4.667

---

[2]
ORCA calculation (ωB97M-V/def2-TZVPD) on a molecular structure, C20H28LaNO2S.

Energy   -38471.430 eV
Frontier orbital gap   7.57 eV
2S+1   1
Total charge   0

Cartesian coordinates (Å):
O -0.084 0.345 -2.243
C 0.701 -0.553 -3.163
C 0.731 0.332 -4.367
H 0.171 -1.486 -3.326
H 1.681 -0.723 -2.744
C -0.247 1.131 -3.475
H 0.302 -0.109 -5.287
H 1.716 0.771 -4.574
C -1.640 1.018 -4.081
H -1.899 -0.033 -4.288
H -1.665 1.559 -5.049
H -2.395 1.486 -3.430
C 0.124 2.599 -3.384
H 1.161 2.717 -3.026
H -0.605 3.132 -2.745
H 0.050 3.032 -4.408
La -1.228 0.722 1.323
C 0.028 1.555 3.969
C 0.625 0.281 3.930
C 1.509 0.226 2.828
H 0.468 -0.519 4.662
C 1.431 1.494 2.154
C 0.561 2.347 2.900
H 0.425 3.438 2.781
H -0.709 1.872 4.702
H 2.247 -0.561 2.649
H 2.055 1.788 1.318
C -3.401 0.537 2.834
C -3.456 1.842 2.215
C -3.572 1.627 0.786
H -3.604 2.798 2.731
C -3.749 0.237 0.555
C -3.754 -0.415 1.838
H -4.150 -1.414 2.024
H -3.121 0.309 3.869
H -3.511 2.410 0.023
H -3.896 -0.271 -0.410
O 1.751 -2.247 -1.247
C 2.146 -1.082 -0.303
C 3.563 -1.592 -0.004
H 1.509 -1.175 0.610
H 2.003 -0.042 -0.658
C 3.185 -3.056 0.474
H 4.176 -0.921 0.613
H 4.088 -1.722 -0.996
C 1.777 -3.258 -0.211
H 3.149 -3.037 1.579
H 3.957 -3.780 0.092
H 0.928 -3.120 0.562
H 1.645 -4.225 -0.646
S -0.974 -2.875 4.579
C -1.096 -2.005 3.259
N -1.103 -1.381 2.207

---

[3]
ORCA calculation (ωB97M-V/def2-TZVPD) on a molecular structure, C20H28MnN3O7.

Energy   -71300.041 eV
Frontier orbital gap (alpha / beta)   5.31 / 2.30 eV
2S+1   7
Total charge   +2

Cartesian coordinates (Å):
Mn 2.414 -0.947 1.117
O 0.987 -1.245 -0.243
H 0.788 -1.326 -1.196
C -1.890 -3.722 5.082
C -1.581 -3.352 3.625
C -2.399 -2.139 3.171
O -1.412 -1.180 2.936
C -0.267 -1.719 2.907
O 0.712 -1.115 2.446
O -0.290 -2.949 3.411
H -1.409 -3.005 5.747
H -1.500 -4.695 5.380
H -2.952 -3.671 5.324
H -1.807 -4.158 2.927
H -3.086 -1.949 3.995
H -2.894 -2.312 2.215
C 0.966 5.135 -0.881
C 2.123 4.384 -0.258
C 2.010 4.545 1.277
O 2.097 3.268 1.735
C 2.195 2.340 0.735
O 2.457 1.115 0.867
O 1.909 2.984 -0.457
H 1.090 6.190 -0.634
H 0.036 4.759 -0.455
H 0.909 5.021 -1.964
H 3.088 4.676 -0.671
H 1.156 5.184 1.499
H 2.897 5.062 1.645
N -0.859 -3.679 0.064
C -2.048 -2.974 -0.241
C -3.183 -3.735 -0.241
C -2.735 -5.049 0.193
C -1.337 -4.962 0.320
H 0.052 -3.256 0.176
H -2.013 -1.919 -0.472
H -4.197 -3.433 -0.457
H -3.261 -5.947 0.480
H -0.610 -5.720 0.570
N 3.496 1.510 -4.552
C 2.772 1.139 -3.420
C 2.037 0.035 -3.768
C 2.234 -0.199 -5.157
C 3.163 0.701 -5.643
H 4.240 2.193 -4.566
H 2.828 1.696 -2.496
H 1.366 -0.487 -3.102
H 1.903 -1.015 -5.783
H 3.635 0.791 -6.610
N -0.703 0.988 -0.381
C -1.431 1.789 0.511
C -2.135 2.711 -0.206
C -1.746 2.603 -1.551
C -0.907 1.540 -1.606
H -0.130 0.172 -0.219
H -1.575 1.457 1.529
H -2.809 3.454 0.195
H -2.057 3.212 -2.387
H -0.336 1.207 -2.460

---

[4]
ORCA calculation (ωB97M-V/def2-TZVPD) on a single C20H28N2O5 molecule.

SMILES   CCCOc1ccccc1[C@H]1NC(=O)NC(C)=C1C(=O)OCCOC(C)C
Energy   -34413.113 eV
Frontier orbital gap   9.35 eV
2S+1   1
Total charge   0

Cartesian coordinates (Å):
C -3.465 -3.407 1.728
C -2.315 -2.518 1.273
C -1.057 -3.336 0.978
O 0.043 -2.521 0.629
C 0.041 -1.854 -0.562
C -0.780 -2.161 -1.642
C -0.666 -1.457 -2.829
C 0.265 -0.444 -2.957
C 1.076 -0.127 -1.881
C 0.968 -0.808 -0.681
C 1.832 -0.440 0.513
N 3.094 -1.161 0.471
C 4.298 -0.654 0.151
O 5.295 -1.316 -0.031
N 4.343 0.735 0.092
C 3.288 1.573 0.348
C 3.645 3.021 0.358
C 2.056 1.055 0.569
C 0.854 1.861 0.771
O 0.767 3.068 0.713
O -0.213 1.070 1.030
C -1.490 1.687 1.063
C -2.107 1.646 -0.346
O -3.410 2.159 -0.400
C -4.478 1.224 -0.402
C -5.698 1.975 -0.929
C -4.763 0.637 0.982
H -3.717 -4.131 0.957
H -3.195 -3.949 2.631
H -4.347 -2.807 1.937
H -2.604 -1.967 0.376
H -2.073 -1.789 2.050
H -1.254 -4.089 0.206
H -0.730 -3.855 1.883
H -1.507 -2.955 -1.575
H -1.312 -1.710 -3.656
H 0.356 0.100 -3.884
H 1.797 0.672 -1.968
H 1.299 -0.764 1.417
H 3.026 -2.167 0.483
H 5.258 1.132 -0.067
H 4.350 3.219 1.165
H 2.759 3.630 0.498
H 4.124 3.291 -0.583
H -2.085 1.119 1.778
H -1.399 2.726 1.395
H -2.065 0.615 -0.725
H -1.492 2.275 -1.000
H -4.229 0.401 -1.095
H -5.475 2.405 -1.901
H -5.950 2.781 -0.247
H -6.546 1.303 -1.021
H -3.948 0.001 1.315
H -4.899 1.443 1.700
H -5.671 0.041 0.946

---

[5]
ORCA calculation (ωB97M-V/def2-TZVPD) on a molecular structure, C20H28N2O5S2.

Energy   -56066.531 eV
Frontier orbital gap   8.11 eV
2S+1   1
Total charge   0

Cartesian coordinates (Å):
C 5.453 -0.227 0.685
H 4.900 -1.173 0.476
O 4.792 0.533 1.449
C 3.551 0.902 1.333
C 2.925 0.756 0.108
C 1.510 0.956 0.240
C 0.805 1.573 1.419
C 1.657 1.743 2.301
C 3.020 1.473 2.431
O 3.674 1.821 3.519
C 3.158 2.217 4.706
H 2.483 1.708 5.098
H 3.969 2.744 5.269
H 2.660 3.301 4.399
H 1.130 2.238 3.116
C -0.667 1.696 1.342
H -0.985 2.670 1.851
H -1.003 1.917 0.269
C -1.440 0.319 1.593
N -1.224 -0.775 0.970
C -1.664 -0.766 -0.384
N -2.410 0.129 -0.653
C -2.997 -0.141 -2.016
O -2.928 -1.179 -2.424
C -3.561 0.989 -2.813
C -4.037 1.096 -4.193
C -2.684 1.158 -4.917
H -2.861 0.875 -6.027
H -1.977 1.795 -4.498
H -2.289 0.046 -4.662
C -4.931 -0.100 -4.553
H -5.801 0.170 -4.064
H -5.187 -0.019 -5.579
H -4.516 -0.829 -4.243
H -4.410 2.152 -4.376
H -3.202 1.843 -2.345
H -4.584 1.197 -2.238
S -1.739 -2.324 -0.963
C -0.448 -2.956 0.205
C 1.023 -2.989 -0.113
H 1.111 -3.626 -0.808
H 1.220 -1.990 -0.445
S 1.883 -2.881 1.432
O 3.154 -2.198 1.353
O 1.837 -4.299 1.913
C 0.510 -1.756 2.066
H 0.451 -2.011 3.193
C -0.802 -1.842 1.340
H -1.400 -2.508 1.943
H 1.116 -0.880 2.209
H -0.721 -3.985 0.369
H -2.458 0.609 1.659
H -1.161 0.108 2.524
H 0.841 0.725 -0.705
H 3.181 0.176 -0.577
H 5.471 0.139 -0.200
H 6.602 -0.321 1.015

---

[6]
ORCA calculation (ωB97M-V/def2-TZVPD) on a molecular structure, C20H28N4O4.

Energy   -35330.225 eV
Frontier orbital gap   8.07 eV
2S+1   1
Total charge   0

Cartesian coordinates (Å):
C 2.895 -4.320 2.706
C 1.730 -5.191 2.251
C 0.975 -5.839 3.451
C 0.598 -4.902 4.590
C -0.519 -4.234 4.170
N -0.496 -3.270 3.245
C -1.121 -3.540 2.177
O -1.887 -4.676 1.750
N -1.008 -2.823 0.897
C -0.202 -1.548 0.978
C -0.265 -0.835 -0.080
C 0.662 0.215 -0.021
C 1.553 0.675 1.138
C 1.071 -0.108 2.313
C 0.416 -1.343 2.131
C 0.178 -2.103 3.532
O 0.763 -1.791 4.526
H 1.670 0.124 3.351
H 1.886 1.571 1.127
C 0.888 1.323 -1.061
O 2.068 1.728 -1.394
N -0.226 1.430 -1.803
H -1.131 1.109 -1.662
C -0.161 2.406 -2.936
H 0.881 2.348 -3.528
C -0.814 3.733 -2.838
N -0.827 4.524 -3.951
C -2.157 5.478 -3.839
C -2.244 6.238 -4.955
O -1.063 6.882 -5.559
C -0.180 5.773 -5.833
C 0.278 4.995 -4.537
H 0.916 4.342 -4.664
H 0.758 5.807 -3.717
H 0.867 6.335 -6.103
H -0.626 5.094 -6.551
H -2.935 6.955 -5.113
H -2.744 5.653 -5.623
H -2.980 5.028 -3.410
H -1.819 6.183 -2.887
H -1.745 3.620 -2.271
H -0.330 4.246 -1.748
H -0.514 1.854 -3.875
H -0.402 -1.012 -0.970
H -1.501 -3.103 0.075
H -1.007 -3.493 5.041
H -1.418 -4.801 3.987
H 0.471 -5.337 5.521
H 1.271 -4.268 4.771
H 1.736 -6.665 4.179
H 0.198 -6.565 3.196
H 0.972 -4.773 1.704
H 2.029 -6.063 1.516
H 3.690 -4.812 3.336
H 3.443 -3.925 1.781
H 2.460 -3.378 3.322

---

[7]
ORCA calculation (ωB97M-V/def2-TZVPD) on a single C20H28N4O4S molecule.

SMILES   CCCOc1ccc(NC(=O)C[C@@H]2C(=O)N(CC)C(=S)N2CCNC(C)=O)cc1
Energy   -46182.517 eV
Frontier orbital gap   8.77 eV
2S+1   1
Total charge   0

Cartesian coordinates (Å):
C 5.542 1.958 0.053
C 6.752 1.067 0.311
C 6.596 -0.356 -0.236
O 5.665 -1.119 0.505
C 4.348 -1.169 0.166
C 3.526 -1.815 1.094
C 2.175 -1.949 0.869
C 1.601 -1.439 -0.293
N 0.221 -1.599 -0.484
C -0.598 -0.864 -1.270
O -0.251 0.076 -1.958
C -2.048 -1.331 -1.196
C -2.776 -0.680 -0.007
C -3.880 -1.582 0.527
O -3.779 -2.730 0.880
N -5.021 -0.833 0.515
C -6.321 -1.320 0.920
C -7.119 -1.826 -0.276
C -4.796 0.429 -0.002
S -5.932 1.598 -0.152
N -3.501 0.516 -0.363
C -2.872 1.728 -0.806
C -2.227 2.518 0.358
N -0.785 2.489 0.339
C -0.047 1.541 0.957
C 1.441 1.733 0.797
O -0.547 0.636 1.600
C 2.415 -0.817 -1.230
C 3.774 -0.680 -1.003
H 5.363 2.067 -1.014
H 5.713 2.947 0.473
H 4.650 1.541 0.515
H 6.928 0.998 1.386
H 7.637 1.508 -0.151
H 6.350 -0.338 -1.301
H 7.545 -0.888 -0.114
H 3.979 -2.203 1.993
H 1.554 -2.442 1.602
H -0.219 -2.241 0.161
H -2.557 -1.060 -2.122
H -2.088 -2.415 -1.072
H -2.053 -0.465 0.798
H -6.849 -0.496 1.406
H -6.148 -2.127 1.636
H -6.587 -2.636 -0.769
H -8.085 -2.192 0.058
H -7.278 -1.019 -0.987
H -3.650 2.330 -1.281
H -2.105 1.474 -1.542
H -2.550 2.085 1.308
H -2.548 3.560 0.325
H -0.319 3.122 -0.291
H 1.712 1.582 -0.245
H 1.968 1.005 1.407
H 1.725 2.739 1.097
H 1.985 -0.431 -2.139
H 4.367 -0.187 -1.755

---

[8]
ORCA calculation (ωB97M-V/def2-TZVPD) on a molecular structure, C20H28N4O5S.

Energy   -48205.040 eV
Frontier orbital gap   9.04 eV
2S+1   1
Total charge   0

Cartesian coordinates (Å):
C -3.825 -2.462 1.157
H -4.397 -3.309 1.226
H -3.868 -1.649 1.843
H -2.797 -2.859 1.095
C -4.127 -2.012 -0.443
N -3.360 -0.776 -0.499
S -2.032 -1.124 -1.283
O -1.528 0.263 -2.171
O -2.194 -2.101 -2.403
C -0.645 -1.445 -0.250
C 0.383 -1.843 -0.686
C 1.454 -2.076 0.017
C 1.534 -1.896 1.328
C 0.364 -1.017 1.926
C -0.754 -0.939 0.927
H -1.706 -0.458 1.525
H 0.336 -0.918 2.962
C 2.632 -1.913 2.457
H 2.427 -2.100 3.283
H 3.113 -0.841 2.643
H 3.359 -2.564 1.900
N 2.593 -2.699 -0.243
C 3.904 -2.122 -0.667
O 4.741 -2.862 -1.002
C 4.115 -0.578 -0.696
N 3.066 0.121 -0.738
C 2.555 0.903 0.096
O 3.000 1.479 1.176
C 1.386 1.806 -0.556
N 1.350 0.986 -1.777
C 2.204 0.112 -1.945
O 2.296 -0.873 -2.861
H 0.484 1.044 -2.355
C 0.151 1.936 0.117
C -0.182 3.487 0.013
H -0.692 4.124 0.887
C 1.256 4.205 -0.252
H 1.197 5.241 -0.187
H 1.687 4.239 0.917
C 1.865 3.392 -0.926
H 3.142 3.266 -0.756
H 1.578 3.543 -1.820
H -0.804 3.692 -0.880
H -0.672 1.290 -0.220
H 0.259 1.870 1.111
H 4.549 -0.653 0.581
H 5.045 -0.558 -1.041
H 2.700 -3.846 -0.793
H 0.491 -2.313 -1.825
C -4.030 0.695 -0.550
C -4.116 1.263 0.740
H -3.184 1.343 1.287
H -4.642 0.653 1.255
H -4.508 2.123 0.789
H -4.728 0.526 -1.040
H -3.160 1.354 -0.945
H -3.986 -2.633 -1.145
H -5.279 -1.516 -0.300

---

[9]
ORCA calculation (ωB97M-V/def2-TZVPD) on a molecular structure, C20H28NO2Ti.

Energy   -49889.488 eV
Frontier orbital gap (alpha / beta)   7.00 / 6.97 eV
2S+1   2
Total charge   0

Cartesian coordinates (Å):
O -1.963 -3.412 -2.167
C -1.297 -4.729 -2.113
C -2.003 -5.265 -3.378
H -1.546 -5.269 -1.183
H -0.202 -4.623 -2.209
C -2.674 -3.840 -3.362
H -2.698 -6.092 -3.198
H -1.340 -5.441 -4.232
C -4.183 -3.873 -3.140
H -4.425 -4.504 -2.272
H -4.718 -4.266 -4.023
H -4.545 -2.850 -2.947
C -2.310 -2.973 -4.563
H -1.220 -2.970 -4.710
H -2.646 -1.939 -4.380
H -2.792 -3.333 -5.489
Ti 1.302 2.427 1.980
C 3.008 4.046 1.259
C 3.708 3.119 2.186
C 3.601 1.808 1.651
H 4.182 3.342 3.172
C 2.943 1.915 0.390
C 2.530 3.297 0.183
H 2.018 3.694 -0.692
H 2.833 5.113 1.479
H 4.053 0.915 2.102
H 2.841 1.121 -0.347
C 0.309 4.361 3.185
C 0.125 4.406 1.746
C -0.685 3.309 1.395
H 0.462 5.228 1.094
C -0.950 2.523 2.613
C -0.335 3.150 3.692
H -0.300 2.831 4.754
H 0.817 5.139 3.818
H -1.112 3.113 0.409
H -1.567 1.621 2.664
O 0.685 0.548 1.345
C -0.017 0.422 0.015
C 0.267 -0.980 -0.503
H 0.366 1.228 -0.624
H -1.090 0.573 0.197
C 0.405 -1.792 0.781
H 1.223 -0.982 -1.051
H -0.519 -1.340 -1.174
C 1.125 -0.824 1.717
H 0.954 -2.729 0.645
H -0.594 -2.030 1.177
H 2.213 -0.868 1.557
H 0.896 -0.959 2.778
N 2.651 4.785 4.197
C 2.215 3.844 3.580

---

The evaluated maximum force for the records listed, in turn: 4.59; 4.73; 5.06; 0.75; 16.92; 15.85; 0.69; 19.88; 4.91 eV/A.
The evaluated energy relative to the best compared isomer or geometry (same formula, charge and spin) for the records listed, in turn: 0.00; 0.00; 0.00; 39.57; 362.74; 389.73; 9.70; 579.41; 84.36 kcal per mole.